# C4H8N4

One molecule with the formula C4H8N4 at a distorted geometry (wB97M-V/def2-TZVPD, the OMol25 dataset).

The geometry in XYZ format:
```
16
Properties=species:S:1:pos:R:3:nbo_charge:R:1
C 1.321 -0.694 0.132 -0.33
C -1.616 -0.704 -0.300 0.04
C -1.295 0.754 -0.109 -0.33
C 1.583 0.808 0.130 0.05
H 0.784 -0.962 1.120 0.22
H 2.244 -1.231 0.047 0.21
H 0.922 -2.311 -1.041 0.36
H -2.629 -1.053 -0.135 0.19
H -0.791 1.094 -1.081 0.21
H -2.218 1.263 -0.095 0.21
H -0.882 2.017 1.445 0.37
H 2.568 1.166 -0.245 0.19
N 0.499 -1.380 -0.935 -0.46
N -0.841 -1.665 -0.599 -0.23
N -0.480 1.204 1.040 -0.48
N 0.831 1.694 0.627 -0.23
```

Output
Kohn-Sham gap: 0.357 Eh
HOMO energy: -8.7 eV
Relative energy (zero: lowest compared OMol25 entry of this formula, charge and spin): 325.90 kJ/mol

---

# C4H8N4

C4H8N4 as an isolated structure at a distorted geometry (wB97M-V/def2-TZVPD, the OMol25 dataset).

The geometry in XYZ format:
```
16
Properties=species:S:1:pos:R:3:nbo_charge:R:1
C -2.269 -0.724 0.253 -0.66
C -0.788 -0.267 0.071 0.40
C 0.615 1.835 -0.230 0.23
C 1.362 -1.233 -0.344 0.23
H -2.292 -0.853 1.683 0.27
H -2.548 -2.018 -0.469 0.30
H -2.865 0.518 -0.301 0.21
H -1.486 2.010 0.265 0.42
H 0.955 2.704 -1.065 0.19
H 1.310 0.888 1.158 0.33
H 1.331 -1.626 -1.452 0.15
H 3.161 -1.508 -0.378 0.34
N -0.569 1.119 -0.144 -0.69
N 1.614 1.696 0.474 -0.56
N 0.049 -1.264 0.052 -0.52
N 2.420 -1.276 0.428 -0.64
```

Output
Kohn-Sham gap: 0.342 Eh
HOMO energy: -9.5 eV
Relative energy (zero: lowest compared OMol25 entry of this formula, charge and spin): 840.57 kJ/mol

---

# C4H8N4

C4H8N4 as an isolated structure at a distorted geometry (wB97M-V/def2-TZVPD, the OMol25 dataset).

The geometry in XYZ format:
```
16
Properties=species:S:1:pos:R:3:nbo_charge:R:1
C -0.181 -0.421 1.032 0.08
C 0.292 0.561 0.192 0.16
N -0.723 -1.656 0.930 -0.77
N 0.745 1.807 0.571 -0.86
C 1.448 -0.475 -0.288 0.07
C -2.169 0.531 -0.792 -0.04
N -1.431 0.661 0.229 -0.39
N 2.562 0.079 -0.550 -0.60
H -0.924 -2.177 1.769 0.38
H -0.934 -2.267 0.152 0.33
H 1.661 1.776 0.993 0.42
H 0.300 2.560 0.062 0.40
H 3.196 -0.517 -1.079 0.34
H 1.164 -1.446 -0.709 0.17
H -3.176 0.931 -0.796 0.18
H -1.830 0.054 -1.717 0.14
```

Output
Kohn-Sham gap (alpha / beta): 0.251 / 0.251 Eh
HOMO energy (alpha / beta): -6.4 / -6.4 eV
Relative energy (zero: lowest compared OMol25 entry of this formula, charge and spin): 836.48 kJ/mol

---

# C4H8N4

One molecule with the formula C4H8N4 at a distorted geometry (wB97M-V/def2-TZVPD, the OMol25 dataset).

The geometry in XYZ format:
```
16
Properties=species:S:1:pos:R:3:nbo_charge:R:1
C -1.886 0.413 -0.682 0.55
C 0.051 -0.489 -0.112 0.32
C 2.279 0.429 0.622 -0.23
C 2.124 -1.004 1.158 -0.26
H -3.409 1.158 -1.607 0.39
H -1.997 1.971 -2.025 0.40
H -2.113 -1.254 0.276 0.32
H -0.444 -1.393 0.205 0.16
H 1.849 1.276 1.141 0.21
H 3.144 0.731 0.055 0.20
H 2.920 -1.709 1.023 0.21
H 1.601 -1.037 2.127 0.20
N -2.486 1.377 -1.418 -0.79
N -2.628 -0.495 -0.112 -0.78
N -0.450 0.575 -0.596 -0.51
N 1.445 -0.547 -0.055 -0.40
```

Output
Kohn-Sham gap: 0.351 Eh
HOMO energy: -8.8 eV
Relative energy (zero: lowest compared OMol25 entry of this formula, charge and spin): 188.62 kJ/mol

---

# C4H8N4

One molecule with the formula C4H8N4 at a distorted geometry (wB97M-V/def2-TZVPD, the OMol25 dataset).

The geometry in XYZ format:
```
16
Properties=species:S:1:pos:R:3:nbo_charge:R:1
C -1.105 -0.275 1.312 -0.44
C -1.645 -0.376 -1.137 -0.42
C 1.634 0.537 -0.165 0.35
C 2.326 -0.844 -0.187 0.20
H -1.605 -1.176 1.539 0.23
H -0.147 -0.331 1.967 0.20
H -1.504 0.670 1.695 0.19
H -2.017 0.695 -1.352 0.17
H -1.246 -0.811 -2.118 0.22
H -2.637 -0.957 -0.753 0.20
H -0.034 1.561 -0.184 0.36
H 3.137 1.269 0.299 0.35
N -0.589 -0.375 -0.085 -0.30
N 0.303 0.638 -0.625 -0.45
N 2.256 1.623 -0.029 -0.59
N 2.874 -1.850 -0.178 -0.27
```

Output
Kohn-Sham gap: 0.370 Eh
HOMO energy: -9.6 eV
Relative energy (zero: lowest compared OMol25 entry of this formula, charge and spin): 320.42 kJ/mol

---

# C4H8N4

One molecule with the formula C4H8N4 at a distorted geometry (wB97M-V/def2-TZVPD, the OMol25 dataset).

The geometry in XYZ format:
```
16
Properties=species:S:1:pos:R:3:nbo_charge:R:1
C -1.505 1.405 -0.440 -0.60
C -0.998 0.321 0.534 -0.20
C 0.054 -1.665 -0.130 -0.22
C 0.253 -0.317 0.056 0.19
H -0.930 2.322 -0.544 0.23
H -1.597 0.884 -1.377 0.22
H -2.537 1.638 -0.158 0.23
H -1.104 0.557 1.601 0.24
H 0.736 -2.443 -0.502 0.22
H 1.379 0.949 1.107 0.37
H 2.773 -0.244 -1.032 0.37
H 2.762 -1.025 0.522 0.35
N -1.918 -0.838 0.397 -0.15
N -1.382 -1.811 -0.191 -0.13
N 1.418 0.474 0.185 -0.43
N 2.595 -0.208 -0.027 -0.68
```

Output
Kohn-Sham gap: 0.341 Eh
HOMO energy: -8.8 eV
Relative energy (zero: lowest compared OMol25 entry of this formula, charge and spin): 326.39 kJ/mol